Entry 1:
# C4H6N2

A structure of composition C4H6N2 (wB97M-V/def2-TZVPD, OMol25).

The geometry in ORCA input format:
```
! RIJCOSX wB97M-V def2-TZVPD def2/J DEFGRID3
* xyz 0 1
N 2.3444 0.7917 0.0954
C 1.1756 0.6481 -0.5572
C -0.0716 0.8308 -0.1745
C -1.3507 0.4762 -0.0044
C -1.6081 -0.9550 0.1589
N -0.6584 -1.8091 0.2311
H 3.1705 0.4624 -0.3781
H 2.3624 0.6941 1.1027
H 0.5030 1.6543 -1.0514
H -2.1625 1.1932 0.0392
H -2.6685 -1.2357 0.2197
H -1.0360 -2.7511 0.3185
*
```

The value obtained for the energy relative to the best compared isomer or geometry (same formula, charge and spin) is 435.0 kJ/mol. The HOMO-LUMO gap comes out at 8.58 eV. As for the strongest force on any atom: 0.4 eV/A.

---

Entry 2:
# C13H29N6O2Zr

A structure of composition C13H29N6O2Zr at a distorted geometry (wB97M-V/def2-TZVPD, OMol25).

The geometry in ORCA input format:
```
! RIJCOSX wB97M-V def2-TZVPD def2/J DEFGRID3
* xyz 3 1
Zr -0.6018 1.1306 0.4547
N -2.2417 0.0009 1.6644
C -3.3869 0.2710 0.7524
C -3.6345 1.7827 0.7425
N -2.3814 2.5009 0.4014
C -2.3957 3.1445 -0.9395
C -2.0763 2.1327 -2.0402
N -0.7348 1.5524 -1.7786
H -2.0828 -1.0154 1.7015
H -2.5499 0.2436 2.6170
H -4.3106 -0.2311 1.0730
H -3.1282 -0.0987 -0.2522
H -3.9798 2.0915 1.7361
H -4.4354 2.0293 0.0360
H -2.2627 3.2726 1.0659
H -1.6331 3.9356 -0.9486
H -3.3682 3.6107 -1.1402
H -2.1018 2.6526 -3.0081
H -2.8204 1.3249 -2.0755
H -0.0379 2.3004 -1.9366
H -0.5444 0.8339 -2.4904
N 0.1602 1.2613 2.7734
C 0.9163 2.5228 3.0824
C 2.0384 2.7697 2.0419
C 1.3331 2.3606 0.7951
O 1.4600 1.1916 0.3232
O 0.2733 2.9773 0.4405
H -0.4516 1.1078 3.5863
H 0.8565 0.4959 2.8072
H 1.3625 2.4763 4.0797
H 0.2087 3.3599 3.0561
H 2.9158 2.1455 2.2184
H 2.3267 3.8211 2.0505
N -0.3108 -0.8919 -0.2180
C 0.3637 -1.7455 -0.6803
N 1.0571 -2.6420 -1.2282
C 0.9042 -4.0761 -0.9530
C 2.2435 -4.7052 -0.5262
C 3.4139 -3.7575 -0.7857
C 3.2761 -3.1598 -2.1815
C 2.0385 -2.2577 -2.2606
H 0.5475 -4.5428 -1.8748
H 0.1424 -4.2064 -0.1833
H 2.3968 -5.6190 -1.1001
H 2.2162 -4.9824 0.5256
H 4.3505 -4.3073 -0.7093
H 3.4415 -2.9605 -0.0387
H 3.2048 -3.9686 -2.9089
H 4.1571 -2.5697 -2.4283
H 1.5611 -2.3549 -3.2403
H 2.3044 -1.2079 -2.0979
*
```

The value obtained for the energy relative to the best compared isomer or geometry (same formula, charge and spin) is 0.0 kJ/mol. The HOMO-LUMO gap comes out at 8.37 eV. As for the strongest force on any atom: 3.1 eV/A.

---

Entry 3:
# C20H28N9O5Pt

A structure of composition C20H28N9O5Pt at a distorted geometry (wB97M-V/def2-TZVPD, OMol25).

The geometry in ORCA input format:
```
! RIJCOSX wB97M-V def2-TZVPD def2/J DEFGRID3
* xyz 3 5
Pt -2.1255 -0.0131 -0.0751
O -4.7630 2.6813 -1.4617
C -3.9558 1.8256 -1.1413
O -3.1409 1.8270 -0.1116
C -4.0535 0.5959 -2.0325
C -5.0971 0.4907 -2.9522
C -5.3479 -0.7603 -3.4400
C -4.4042 -1.8195 -3.1795
C -3.2985 -1.6403 -2.3156
N -3.0903 -0.3584 -1.8066
H -5.5981 1.3777 -3.2380
H -6.1859 -0.9557 -4.1018
H -4.5024 -2.8423 -3.6327
H -2.5603 -2.4066 -2.0656
N -0.2934 0.4455 -0.9608
C 0.5675 -0.6960 -1.3034
C 2.0546 -0.5595 -0.9328
C 2.5764 -0.7440 0.5318
C 2.7222 -2.1818 1.0583
N 3.9615 -2.7979 0.5602
C 4.1555 -3.9920 -0.0228
N 5.3562 -4.6220 0.2043
N 3.2249 -4.6318 -0.7623
C -0.1524 -1.9858 -0.8486
O 0.2846 -3.1703 -0.9734
O -1.3690 -1.8373 -0.2544
H -0.6814 0.9395 -1.8373
H 0.1798 1.2263 -0.5226
H 0.5211 -0.6563 -2.4379
H 2.3613 0.4726 -1.3812
H 2.6588 -1.2437 -1.5973
H 1.9507 -0.1942 1.2865
H 3.5701 -0.2801 0.5904
H 1.8720 -2.8559 0.7945
H 2.8786 -2.0275 2.1390
H 4.8421 -2.4148 1.0190
H 5.7873 -4.1539 0.9599
H 5.6600 -5.5549 -0.0783
H 2.2877 -4.2886 -1.0129
H 3.5467 -5.5133 -1.1924
C 1.8746 5.6464 -0.0165
N 0.4517 5.3503 -0.0721
C -0.1307 4.1246 -0.0227
N -1.4299 4.2068 -0.2388
O 0.5315 3.0663 0.1465
H 2.0829 6.3970 -0.7584
H 2.5378 4.7656 -0.0496
H 2.0506 6.1380 0.9877
H -0.1147 6.1416 -0.3599
H -1.9313 5.0986 -0.3142
H -1.9435 3.3333 -0.1989
N 1.6685 -2.5667 4.1995
C 0.9632 -1.6768 3.9346
C 0.0812 -0.6305 3.4765
C -0.2677 0.4828 4.3246
C -1.1894 1.4590 3.7987
C -1.7373 1.3130 2.5201
N -1.3384 0.2317 1.7625
C -0.4772 -0.7452 2.1953
H 0.3505 0.5950 5.2619
H -1.6761 2.2113 4.4008
H -2.4533 2.0308 1.9900
H -0.3029 -1.6573 1.5608
*
```

The value obtained for the energy relative to the best compared isomer or geometry (same formula, charge and spin) is 0.0 kJ/mol. The HOMO-LUMO gap (alpha / beta) comes out at 5.67 / 4.29 eV. As for the strongest force on any atom: 4.3 eV/A. Its expectation value of S² is 6.02.

---

Entry 4:
# C37H39CsN10O6S

A structure of composition C37H39CsN10O6S (wB97M-V/def2-TZVPD, OMol25).

The geometry in ORCA input format:
```
! RIJCOSX wB97M-V def2-TZVPD def2/J DEFGRID3
* xyz -2 1
Cs -1.1398 0.8538 -0.4963
O 2.5643 4.6298 0.5359
C 1.7942 3.7770 0.0970
N 0.6053 3.3800 0.5874
C -0.1021 4.2092 1.3764
O -0.1146 5.4385 1.4002
C -1.0954 3.5043 2.3083
C -1.9701 4.2896 3.0568
C -2.8669 3.6702 3.9068
C -2.8677 2.2847 3.9889
C -1.9600 1.5853 3.2104
N -1.0927 2.1750 2.3909
C 2.2798 2.9929 -1.1257
C 3.4075 3.4563 -1.7994
C 3.8599 2.7638 -2.9081
C 3.1862 1.6188 -3.3094
C 2.0795 1.2241 -2.5749
N 1.6313 1.8959 -1.5144
H -1.9130 5.3625 2.9421
H -3.5621 4.2568 4.4963
H -3.5576 1.7540 4.6319
H -1.9304 0.4992 3.2307
H 3.8960 4.3434 -1.4229
H 4.7339 3.1053 -3.4504
H 3.5108 1.0328 -4.1596
H 1.5308 0.3199 -2.8267
C -1.7684 -4.1276 1.5527
C -1.5167 -2.6490 1.4369
N -2.1863 -1.8791 0.6532
N -3.1196 -2.4995 -0.1164
C -3.8691 -1.6355 -0.8217
O -3.8821 -0.3932 -0.7951
C -4.8183 -2.3378 -1.7731
C -5.5846 -1.5634 -2.6371
C -6.4513 -2.1589 -3.5423
C -6.5637 -3.5418 -3.5920
C -5.8035 -4.3225 -2.7303
C -4.9362 -3.7246 -1.8273
C -0.4981 -2.0036 2.2979
C -0.1758 -2.5361 3.5505
C 0.7366 -1.8761 4.3538
C 1.3137 -0.7008 3.8998
C 0.9481 -0.2450 2.6426
N 0.0800 -0.8771 1.8586
H -1.9138 -4.5435 0.5567
H -2.6908 -4.3301 2.1057
H -0.9405 -4.6419 2.0401
H -5.4735 -0.4885 -2.5799
H -7.0364 -1.5434 -4.2158
H -7.2355 -4.0098 -4.3022
H -5.8818 -5.4028 -2.7670
H -4.3346 -4.3178 -1.1525
H -0.6542 -3.4440 3.8910
H 0.9904 -2.2740 5.3293
H 2.0312 -0.1505 4.4927
H 1.3618 0.6739 2.2391
C 1.3326 -2.6926 -5.3060
N 0.1026 -2.0910 -4.8062
C -0.0854 -0.7265 -5.2371
C -0.3638 -2.4312 -3.5419
N -0.6954 -1.5066 -2.7040
N -0.4266 -3.7823 -3.3045
C -0.7068 -4.7511 -4.3514
C -0.7127 -4.2506 -1.9695
H 2.1909 -2.0425 -5.0970
H 1.2657 -2.8363 -6.3879
H 1.5311 -3.6557 -4.8445
H -0.0754 -0.7025 -6.3304
H 0.7085 -0.0582 -4.8803
H -1.0357 -0.3488 -4.8693
H -1.2113 -1.9039 -1.9221
H -0.8041 -4.2468 -5.3088
H -1.6575 -5.2533 -4.1337
H 0.0925 -5.4929 -4.4176
H -1.7891 -4.2647 -1.7570
H -0.2276 -3.6108 -1.2339
H -0.3075 -5.2585 -1.8605
N 2.6467 -1.1695 -0.1682
C 2.9090 -2.1803 -1.0947
C 3.7350 -1.9631 -2.1956
C 3.9454 -2.9700 -3.1298
C 3.3375 -4.2056 -2.9887
C 2.5487 -4.4399 -1.8685
C 2.3442 -3.4479 -0.9278
S 3.4714 -5.4660 -4.2510
O 4.1256 -6.5973 -3.6072
O 4.2481 -4.8446 -5.3174
O 2.0797 -5.7354 -4.6194
H 1.7689 -1.2804 0.3199
H 2.7284 -0.2326 -0.5347
H 4.1925 -0.9884 -2.3297
H 4.5569 -2.7953 -4.0063
H 2.0721 -5.4063 -1.7557
H 1.7088 -3.6313 -0.0664
*
```

The value obtained for the energy relative to the best compared isomer or geometry (same formula, charge and spin) is 6.6 kJ/mol. The HOMO-LUMO gap comes out at 6.78 eV. As for the strongest force on any atom: 0.4 eV/A.

---

Entry 5:
# C10H28BeN5O5P2

A structure of composition C10H28BeN5O5P2 at a distorted geometry (wB97M-V/def2-TZVPD, OMol25).

The geometry in ORCA input format:
```
! RIJCOSX wB97M-V def2-TZVPD def2/J DEFGRID3
* xyz 1 1
Be 0.1065 0.1266 0.0847
C -1.9938 1.0939 4.6818
N -1.8279 1.0000 3.2402
C -1.8704 2.2854 2.5548
P -0.9713 -0.2310 2.5639
O -1.0838 -0.1944 1.0837
O 0.5815 -0.0923 3.0161
P 1.9002 -0.1702 2.0567
O 1.4867 -0.4654 0.6594
N 2.6282 1.2696 2.3107
C 3.5607 1.7362 1.2934
C 2.2083 2.2731 3.2718
N 2.8326 -1.4166 2.5719
C 2.5205 -2.7684 2.1379
C 3.6524 -1.3224 3.7638
N -1.3746 -1.7305 3.1070
C -2.6892 -2.1956 2.6867
C -0.9220 -2.2752 4.3730
H -2.9906 1.4827 4.8995
H -1.2550 1.7698 5.1224
H -1.8875 0.1129 5.1397
H -2.8916 2.6668 2.5818
H -1.5644 2.1614 1.5178
H -1.2097 3.0102 3.0385
H 3.7367 0.9359 0.5758
H 4.5049 2.0103 1.7671
H 3.1635 2.6012 0.7565
H 1.5598 1.8175 4.0170
H 1.6755 3.0909 2.7757
H 3.0924 2.6823 3.7679
H 1.8666 -2.7301 1.2681
H 2.0265 -3.3402 2.9287
H 3.4453 -3.2801 1.8652
H 3.8477 -0.2742 3.9811
H 4.6007 -1.8328 3.5880
H 3.1735 -1.7911 4.6307
H -2.9669 -1.6647 1.7788
H -3.4475 -2.0196 3.4530
H -2.6505 -3.2656 2.4790
H 0.0001 -1.7822 4.6751
H -0.7318 -3.3416 4.2463
H -1.6690 -2.1570 5.1635
N -0.0701 -0.8322 -1.5003
C 0.1729 0.2056 -2.5150
C 0.3023 1.5804 -1.8194
O 0.5455 2.5732 -2.4442
O 0.1313 1.5101 -0.5371
H 0.6170 -1.5729 -1.5995
H -0.9789 -1.2634 -1.6424
H -0.6384 0.2728 -3.2422
H 1.1086 0.0250 -3.0445
*
```

The HOMO-LUMO gap comes out at 9.69 eV. As for the strongest force on any atom: 1.9 eV/A.

---

Entry 6:
# C35H35BCl5CrN7OTe

A structure of composition C35H35BCl5CrN7OTe (wB97M-V/def2-TZVPD, OMol25).

The geometry in ORCA input format:
```
! RIJCOSX wB97M-V def2-TZVPD def2/J DEFGRID3
* xyz -1 6
Cr 0.1933 -1.7021 -1.8285
C 1.6385 0.9830 -4.9755
C 0.6525 0.5651 -4.0776
N 1.0956 -0.4467 -3.3435
N 2.3540 -0.7059 -3.7474
C 2.7033 0.1387 -4.7283
B 3.1534 -1.8496 -3.0890
N 3.2289 -1.5791 -1.5764
C 4.2843 -1.3994 -0.7677
C 3.8193 -1.2087 0.5173
C 2.4255 -1.2788 0.4020
N 2.0874 -1.5107 -0.8600
N 2.3793 -3.1771 -3.2871
C 2.7818 -4.3318 -3.8360
C 1.7710 -5.2628 -3.6903
C 0.7598 -4.5707 -3.0191
N 1.1393 -3.3223 -2.7838
H 1.5773 1.7715 -5.7045
H -0.3537 0.9266 -3.9408
H 3.6785 0.0743 -5.1813
H 4.2504 -1.9303 -3.5713
H 5.2855 -1.4277 -1.1649
H 4.3967 -1.0318 1.4077
H 1.6584 -1.1773 1.1545
H 3.7573 -4.4084 -4.2860
H 1.7642 -6.2854 -4.0232
H -0.2203 -4.8990 -2.7133
Cl -4.7048 1.8817 1.3145
C -2.7113 -1.1885 -2.3089
C -1.6195 -1.6465 -2.9607
C -1.8570 -1.8775 -4.3210
Cl -0.5847 -2.4981 -5.3503
C -3.1044 -1.6319 -4.9066
Cl -3.3662 -1.9397 -6.5904
C -4.1614 -1.1288 -4.1393
Cl -5.6988 -0.8004 -4.8587
C -3.9565 -0.8921 -2.7819
Cl -5.1735 -0.2296 -1.7508
C -0.3175 -3.8445 1.0908
C -0.5465 -2.3404 0.9605
O -0.6452 -1.6662 2.0238
N -0.6436 -1.8706 -0.2538
Te -2.1586 0.7364 1.3776
C -2.2067 1.6404 3.2893
C -2.0124 3.0149 3.4349
C -1.8677 3.9472 2.2636
C -1.9930 3.5428 4.7243
C -2.1803 2.7495 5.8458
C -2.1447 3.3376 7.2310
C -2.4236 1.3942 5.6612
C -2.4486 0.8220 4.3959
C -2.7537 -0.6432 4.2435
C -0.1694 1.4098 0.9271
C 0.9182 1.3278 1.8025
C 0.8442 0.7311 3.1838
C 2.1611 1.7761 1.3540
C 2.3575 2.2702 0.0754
C 3.7232 2.6796 -0.4044
C 1.2595 2.3477 -0.7715
C -0.0022 1.9400 -0.3604
C -1.1624 2.0920 -1.3073
H -0.4808 -4.1586 2.1204
H 0.7132 -4.0695 0.8047
H -0.9782 -4.3948 0.4205
H -2.6628 3.7587 1.5386
H -0.9075 3.8195 1.7611
H -1.9433 4.9829 2.5955
H -1.8410 4.6103 4.8477
H -2.0172 4.4195 7.1957
H -1.3205 2.9200 7.8133
H -3.0682 3.1230 7.7721
H -2.6046 0.7619 6.5249
H -2.8931 -1.1075 5.2199
H -1.9609 -1.1730 3.7099
H -3.6764 -0.7757 3.6716
H 0.2166 -0.1599 3.1849
H 0.4405 1.4398 3.9091
H 1.8453 0.4466 3.5134
H 3.0112 1.6936 2.0244
H 4.4653 2.5769 0.3875
H 3.7294 3.7170 -0.7451
H 4.0370 2.0550 -1.2439
H 1.3869 2.7265 -1.7810
H -0.8348 2.5379 -2.2461
H -1.9451 2.7273 -0.8837
H -1.6219 1.1264 -1.5346
*
```

The value obtained for the energy relative to the best compared isomer or geometry (same formula, charge and spin) is 93.1 kJ/mol. The HOMO-LUMO gap (alpha / beta) comes out at 6.86 / 7.31 eV. As for the strongest force on any atom: 0.3 eV/A. Its expectation value of S² is 8.91.

---

Entry 7:
# C4H8Cl2O2

An isolated molecule of C4H8Cl2O2 at a distorted geometry (wB97M-V/def2-TZVPD, OMol25).

The geometry in ORCA input format:
```
! RIJCOSX wB97M-V def2-TZVPD def2/J DEFGRID3
* xyz 0 1
C 0.6599 2.4705 -0.1442
O 0.2182 1.1688 0.2278
C -0.6935 0.5995 -0.6074
Cl 0.1161 0.2873 -2.2205
Cl -2.1346 1.5847 -0.8656
C -1.2630 -0.9519 -0.1309
C -0.2203 -1.7336 0.7223
O -1.7089 -1.5543 -1.2871
H -0.2927 3.0784 -0.1322
H 0.8278 2.3701 -1.2362
H 1.5052 2.7124 0.5163
H -2.2258 -0.6961 0.3476
H 0.8254 -1.3770 0.5112
H -0.4484 -2.8806 0.6855
H -0.3592 -1.6911 1.7783
H -1.0001 -1.7313 -1.9603
*
```

The value obtained for the energy relative to the best compared isomer or geometry (same formula, charge and spin) is 102.5 kJ/mol. The HOMO-LUMO gap comes out at 10.98 eV. As for the structure (SMILES): COC(Cl)(Cl)[C@H](C)O. As for the strongest force on any atom: 2.4 eV/A.

---

Entry 8:
# CH3ClO2PS

The ion CH3ClO2PS with charge -1 at a distorted geometry (wB97M-V/def2-TZVPD, OMol25).

The geometry in ORCA input format:
```
! RIJCOSX wB97M-V def2-TZVPD def2/J DEFGRID3
* xyz -1 1
O -1.5848 0.4663 -1.7218
P -0.5223 0.9770 -0.8401
S 0.8520 2.1418 -1.5929
Cl -1.4795 1.8726 0.7540
C 0.4260 -0.7479 0.2275
O 0.1287 -1.8233 1.2364
H 0.6428 -1.2842 -0.6999
H 1.3360 -0.2217 0.5457
H 0.2011 -1.3805 2.0912
*
```

The value obtained for the energy relative to the best compared isomer or geometry (same formula, charge and spin) is 196.3 kJ/mol. The HOMO-LUMO gap comes out at 8.23 eV. As for the structure (SMILES): [O-][P@@](=S)(Cl)CO. As for the strongest force on any atom: 2.4 eV/A.

---

Entry 9:
# C6H10O

An isolated molecule of C6H10O (wB97M-V/def2-TZVPD, OMol25).

The geometry in ORCA input format:
```
! RIJCOSX wB97M-V def2-TZVPD def2/J DEFGRID3
* xyz 0 1
C 1.6953 0.2045 -0.4928
C 0.6507 -0.9037 -0.6268
C 0.0698 -1.5407 0.6319
C -0.6271 0.9322 1.4957
C -1.4115 1.0626 0.3495
C -1.4480 0.2386 -0.7877
O -0.5145 -0.4503 -1.3949
H 2.5811 -0.2040 0.0061
H 1.3426 1.0521 0.0954
H 2.0026 0.5595 -1.4836
H 1.0706 -1.6719 -1.2793
H 0.6058 -1.2321 1.5273
H -0.0135 -2.6231 0.5588
H -0.6213 1.8374 2.1172
H -2.1635 1.8492 0.2154
H -0.9583 -1.1771 0.6969
H -2.3566 0.2030 -1.3914
*
```

The value obtained for the energy relative to the best compared isomer or geometry (same formula, charge and spin) is 448.9 kJ/mol. The HOMO-LUMO gap (alpha / beta) comes out at 7.19 / 7.02 eV. As for the strongest force on any atom: 0.8 eV/A.

---

Entry 10:
# C5H12O2

A cluster of 2 separate species, C5H12O2 in total (wB97M-V/def2-TZVPD, OMol25).

The geometry in ORCA input format:
```
! RIJCOSX wB97M-V def2-TZVPD def2/J DEFGRID3
* xyz 0 1
C 2.4466 -1.0383 0.2616
C 1.6582 0.1444 0.7451
C 0.3557 0.3741 0.5533
O -0.1990 1.5028 1.0821
C -0.5532 -0.5303 -0.2603
C -2.0398 -0.4708 0.0621
O -2.5144 0.8683 -0.1072
H 3.2026 -0.7409 -0.4769
H 2.9833 -1.5212 1.0875
H 1.8213 -1.8013 -0.2128
H 2.2018 0.9087 1.2978
H -1.0981 1.6022 0.7238
H -0.2403 -1.5677 -0.1110
H -0.4235 -0.3167 -1.3279
H -2.2248 -0.8171 1.0872
H -2.5781 -1.1347 -0.6275
H -3.3784 0.9403 0.3167
H 0.6522 1.7405 -2.1062
H -0.0720 1.8576 -1.9873
*
```

The value obtained for the energy relative to the best compared isomer or geometry (same formula, charge and spin) is 205.6 kJ/mol. The HOMO-LUMO gap comes out at 8.66 eV. As for the structure (SMILES): C/C=C(/O)CCO.[H][H]. As for the strongest force on any atom: 0.4 eV/A.